1.
{
  "formula": "C35H33GeInN2O5P",
  "method": "ωB97M-V/def2-TZVPD",
  "multiplicity": 2,
  "homo_energy_ev": [-7.65, -8.59],
  "gap_ev": [7.6, 6.6],
  "relative_energy_kj_mol": 0.00,
  "e_lumo_ev": [-0.049, -2.033],
  "symbols": ["In", "N", "C", "C", "O", "N", "C", "C", "O", "O", "H", "H", "H", "H", "H", "H", "O", "C", "O", "C", "P", "C", "C", "C", "C", "C", "C", "C", "C", "C", "C", "C", "C", "H", "H", "H", "H", "H", "H", "H", "H", "H", "H", "H", "H", "C", "Ge", "C", "C", "C", "C", "C", "C", "C", "C", "C", "C", "C", "C", "C", "C", "C", "C", "H", "H", "H", "H", "H", "H", "H", "H", "H", "H", "H", "H", "H", "H", "H"],
  "positions_angstrom": [[-0.378870, 0.213823, -0.006138], [0.609805, 0.232565, -2.120483], [2.083984, 0.190696, -1.915650], [2.506168, -0.090367, -0.456898], [3.551134, -0.697421, -0.252496], [1.681086, 0.476954, 0.433235], [1.923409, 0.280398, 1.852120], [0.655216, 0.044494, 2.696219], [0.778850, -0.153696, 3.883633], [-0.505567, 0.095682, 2.080242], [0.292495, -0.576300, -2.645434], [0.332531, 1.054664, -2.643268], [2.490363, 1.174778, -2.152419], [2.549796, -0.540613, -2.572130], [2.405625, 1.168050, 2.273525], [2.608130, -0.550412, 2.023460], [-4.359882, 1.069587, -0.042052], [-3.229629, 1.320280, -0.390806], [-2.330579, 0.421535, -0.697161], [-2.775309, 2.773266, -0.575625], [-1.064874, 3.022898, 0.029467], [-0.619405, 4.679862, -0.574424], [-0.049907, 4.791099, -1.840922], [0.270585, 6.034242, -2.364088], [0.038790, 7.178638, -1.614312], [-0.513965, 7.075602, -0.345661], [-0.844156, 5.832712, 0.173130], [-1.216364, 3.189539, 1.824514], [-0.037025, 3.400983, 2.542387], [-0.047147, 3.381482, 3.924867], [-1.233763, 3.135003, 4.605048], [-2.404309, 2.919745, 3.898116], [-2.400491, 2.945351, 2.509228], [-3.503654, 3.457303, -0.143104], [-2.733472, 2.961328, -1.652513], [0.151221, 3.897124, -2.421850], [0.711078, 6.108855, -3.349835], [0.295013, 8.150389, -2.015882], [-0.690105, 7.965886, 0.244001], [-1.271443, 5.754452, 1.165494], [0.896589, 3.561081, 2.012047], [0.873552, 3.530593, 4.473237], [-1.236386, 3.089975, 5.685972], [-3.326664, 2.711973, 4.424609], [-3.321377, 2.741500, 1.976866], [-2.702249, -2.703155, 0.537702], [-0.806619, -2.660072, 0.075914], [0.356595, -3.234690, 1.511240], [1.748821, -3.205436, 1.424144], [2.524151, -3.516851, 2.529751], [1.920863, -3.853224, 3.733403], [0.537497, -3.874440, 3.833780], [-0.240010, -3.560993, 2.730866], [-0.526930, -3.058051, -1.818211], [-1.400898, -2.387870, -2.649585], [-1.277914, -2.443281, -4.053218], [-0.258693, -3.157205, -4.618907], [0.659219, -3.869215, -3.808922], [1.705079, -4.631574, -4.384913], [2.569627, -5.337348, -3.598794], [2.423448, -5.316911, -2.196405], [1.427657, -4.586138, -1.613762], [0.520755, -3.833059, -2.397684], [-3.010705, -3.745558, 0.646597], [-3.299049, -2.228751, -0.236853], [-2.877983, -2.173535, 1.472317], [2.245485, -2.910641, 0.506103], [3.603186, -3.475759, 2.451848], [2.529305, -4.082329, 4.598615], [0.062887, -4.116847, 4.775229], [-1.318843, -3.551211, 2.832310], [-2.188916, -1.769873, -2.229434], [-1.988429, -1.909928, -4.671338], [-0.138738, -3.195187, -5.695189], [1.800522, -4.646342, -5.464051], [3.364255, -5.918683, -4.047560], [3.105309, -5.884851, -1.577126], [1.320271, -4.586602, -0.536140]],
  "atomic_forces_ev_per_a": [[0.0879, 0.7008, -0.0160], [0.1586, -0.0556, -0.0222], [-0.1173, 0.0087, 0.0623], [0.0909, 0.1363, -0.2173], [-0.0097, 0.0493, 0.0041], [-0.2821, -0.3963, 0.2126], [0.1927, 0.0577, 0.0333], [-0.0537, 0.0629, -0.2353], [0.0187, -0.0106, 0.1044], [0.0543, -0.1511, 0.0139], [-0.0013, -0.0335, -0.0327], [-0.0358, -0.0142, 0.0125], [0.0440, -0.0365, -0.0560], [0.0168, -0.0592, 0.0597], [-0.0271, -0.0093, 0.0375], [-0.0278, -0.0595, 0.0360], [0.0412, -0.0047, -0.0339], [-0.1579, 0.2767, 0.0801], [0.0703, -0.4689, -0.1599], [-0.0028, 0.0182, 0.0024], [-0.0670, -0.1961, 0.0533], [0.0315, -0.0107, -0.0278], [0.0135, 0.0005, -0.0158], [0.0026, 0.0025, -0.0033], [0.0047, 0.0057, -0.0020], [-0.0073, 0.0080, 0.0025], [-0.0220, -0.0208, 0.0381], [0.0198, 0.0220, 0.0282], [-0.0123, 0.0116, 0.0170], [0.0070, 0.0060, -0.0060], [0.0058, -0.0049, -0.0092], [-0.0036, -0.0011, 0.0279], [-0.0230, -0.0014, -0.0146], [0.0138, 0.0101, 0.0188], [0.0017, -0.0026, -0.0014], [-0.0053, -0.0012, 0.0042], [-0.0021, 0.0027, 0.0019], [0.0031, -0.0034, -0.0008], [0.0007, 0.0012, -0.0055], [0.0015, 0.0073, -0.0135], [-0.0024, -0.0001, -0.0010], [-0.0013, -0.0065, 0.0028], [-0.0029, 0.0057, -0.0001], [0.0025, 0.0007, -0.0012], [0.0085, 0.0043, -0.0055], [0.0867, -0.0943, 0.0193], [-0.1337, 0.0214, 0.0631], [-0.1066, -0.0190, -0.1164], [0.0762, 0.1162, 0.0229], [0.0530, 0.0018, -0.0002], [-0.0213, -0.0133, -0.0046], [0.0281, -0.0068, -0.0075], [-0.0544, 0.0369, 0.0113], [-0.0980, 0.1791, 0.0522], [-0.0589, 0.0189, 0.0229], [0.0833, -0.0446, -0.0433], [-0.0405, 0.0549, 0.0321], [-0.0115, -0.0208, -0.0056], [0.0360, -0.0195, 0.0278], [-0.0279, 0.0337, -0.0599], [-0.0115, 0.0216, 0.0469], [0.0401, -0.0903, 0.0333], [0.0782, -0.0351, 0.0461], [-0.0113, 0.0157, 0.0089], [0.0307, 0.0251, -0.0211], [0.0542, 0.0200, 0.0055], [0.0040, 0.0370, 0.0354], [-0.0068, 0.0078, 0.0017], [0.0002, 0.0051, -0.0039], [0.0009, 0.0051, 0.0019], [0.0150, -0.0076, -0.0127], [-0.0032, -0.0218, 0.0274], [0.0015, -0.0018, -0.0102], [-0.0187, -0.0036, -0.0001], [0.0043, -0.0116, 0.0001], [0.0005, 0.0037, -0.0036], [0.0025, -0.0043, -0.0022], [-0.0185, -0.0607, -0.1398]],
  "mulliken_spin": [0.279, 0.012, 0.002, -0.011, 0.005, 0.043, 0.001, 0.000, 0.007, 0.031, -0.008, 0.004, 0.000, 0.000, 0.003, 0.001, 0.005, 0.003, 0.006, 0.002, -0.001, -0.001, 0.000, 0.000, 0.000, 0.000, 0.000, 0.000, 0.000, 0.000, 0.000, 0.000, -0.001, 0.001, 0.000, 0.000, 0.000, 0.000, 0.000, 0.000, 0.000, 0.000, 0.000, 0.000, 0.001, 0.033, 0.337, 0.056, 0.025, -0.020, 0.033, -0.016, 0.034, 0.127, -0.009, -0.028, 0.050, -0.016, 0.008, -0.009, 0.009, 0.010, -0.012, 0.013, -0.001, -0.002, 0.004, 0.000, 0.001, 0.000, 0.002, -0.009, 0.000, 0.002, 0.000, 0.000, 0.000, -0.006]
}

=====

2.
{
  "formula": "C23H57O27P5",
  "method": "ωB97M-V/def2-TZVPD",
  "homo_energy_ev": -9.29,
  "gap_ev": 6.4,
  "e_lumo_ev": -2.861,
  "symbols": ["O", "C", "O", "C", "C", "C", "O", "C", "O", "O", "C", "C", "C", "O", "O", "H", "H", "H", "H", "H", "H", "H", "H", "H", "H", "H", "H", "C", "O", "P", "O", "O", "C", "O", "C", "H", "H", "H", "H", "H", "H", "H", "H", "H", "C", "O", "P", "O", "O", "C", "O", "C", "H", "H", "H", "H", "H", "H", "H", "H", "H", "C", "O", "P", "O", "O", "C", "O", "C", "H", "H", "H", "H", "H", "H", "H", "H", "H", "C", "O", "P", "O", "O", "C", "O", "C", "H", "H", "H", "H", "H", "H", "H", "H", "H", "C", "O", "P", "O", "O", "C", "O", "C", "H", "H", "H", "H", "H", "H", "H", "H", "H"],
  "positions_angstrom": [[-3.774511, 3.617497, -2.386748], [-4.241071, 3.131496, -3.340875], [-4.260352, 3.873589, -4.520627], [-4.903020, 1.748099, -3.419603], [-4.219932, 0.670952, -2.520274], [-3.839431, -0.604282, -3.336788], [-3.961170, -1.810522, -2.564970], [-2.784405, -2.311578, -2.142953], [-2.733695, -2.780065, -1.067084], [-1.681095, -2.329413, -2.936461], [-1.136774, -3.641885, -3.091343], [0.216279, -3.613080, -3.854625], [1.123779, -2.624118, -3.096113], [1.755629, -2.932778, -2.151753], [1.107083, -1.365002, -3.593472], [-3.845911, 3.361899, -5.230728], [-4.930213, 1.437486, -4.481460], [-5.960498, 1.874973, -3.121358], [-3.362236, 1.057797, -1.946389], [-4.978764, 0.373096, -1.770949], [-4.600013, -0.673563, -4.140619], [-2.865380, -0.467450, -3.834069], [-1.885517, -4.250006, -3.638138], [-0.948582, -4.173509, -2.142257], [0.064321, -3.299933, -4.900970], [0.663785, -4.618784, -3.803937], [1.926765, -0.913050, -3.332181], [7.759110, 0.836968, -6.193352], [7.715101, -0.378718, -5.454064], [6.253885, -0.755769, -4.687911], [5.407412, -0.334080, -5.858985], [6.426725, 0.467711, -3.602464], [7.629175, 0.531526, -2.818474], [4.888062, -1.354669, -3.877565], [5.090298, -1.997050, -2.605463], [8.809992, 1.101061, -6.320481], [7.312854, 0.692416, -7.175535], [7.252677, 1.646923, -5.667172], [8.268307, 1.324119, -3.206577], [8.177523, -0.410338, -2.832690], [7.358929, 0.768305, -1.790017], [5.341287, -1.253010, -1.844836], [5.881648, -2.744784, -2.665898], [4.162328, -2.488261, -2.318401], [3.487334, 7.605692, -3.144300], [2.909681, 6.306325, -3.196634], [3.915002, 5.016479, -2.795536], [4.602400, 5.618321, -1.608852], [4.792482, 5.193037, -4.176953], [4.102747, 5.287588, -5.430789], [4.533419, 3.461507, -2.564591], [4.085181, 2.424362, -3.456480], [2.856342, 8.265493, -3.741415], [3.499417, 7.967563, -2.117596], [4.496994, 7.614196, -3.555883], [4.114449, 6.323710, -5.770070], [3.070122, 4.947038, -5.357292], [4.626810, 4.671344, -6.160843], [4.524394, 2.560466, -4.446726], [2.996214, 2.423773, -3.530857], [4.413595, 1.467754, -3.061741], [-8.270550, -5.204128, 0.069956], [-7.640006, -4.838633, 1.288688], [-7.782711, -3.224045, 1.758075], [-9.229563, -3.019740, 1.427139], [-6.785690, -2.722639, 0.551682], [-5.522299, -3.389786, 0.388097], [-7.594171, -1.753222, 2.563747], [-6.312486, -1.479930, 3.163041], [-7.815571, -6.138149, -0.264533], [-9.333903, -5.372179, 0.235020], [-8.127129, -4.445678, -0.700411], [-5.575731, -4.049208, -0.479055], [-5.255451, -3.974946, 1.268483], [-4.751611, -2.644091, 0.214863], [-5.575295, -1.265634, 2.385602], [-5.975679, -2.319264, 3.769076], [-6.410611, -0.604059, 3.799977], [-1.654747, -1.059447, 5.548426], [-1.811954, -2.298173, 6.241990], [-3.328587, -2.591449, 6.913717], [-4.173247, -2.100746, 5.779408], [-3.084564, -1.428825, 8.054522], [-1.871718, -1.448559, 8.817785], [-4.619625, -3.214729, 7.812387], [-4.308016, -3.902467, 9.034039], [-0.586561, -0.851703, 5.476531], [-2.059210, -1.143325, 4.541899], [-2.136399, -0.237884, 6.078942], [-1.206879, -0.663734, 8.456146], [-1.360501, -2.408949, 8.750849], [-2.116677, -1.250317, 9.861076], [-3.987079, -3.190936, 9.798412], [-3.529028, -4.648497, 8.873457], [-5.208870, -4.403739, 9.381900], [1.188548, 3.320301, 5.424386], [2.050948, 3.339936, 4.293807], [2.148143, 1.917354, 3.386020], [0.680164, 1.595606, 3.411528], [2.956704, 1.158374, 4.605093], [4.128047, 1.779184, 5.151433], [2.508713, 0.644747, 2.325922], [3.867266, 0.514662, 1.878338], [1.489332, 4.141986, 6.076341], [0.158479, 3.481235, 5.110850], [1.269730, 2.383203, 5.976404], [3.886166, 2.210075, 6.123332], [4.518858, 2.561564, 4.500887], [4.893794, 1.015383, 5.285063], [4.501192, 0.150802, 2.690787], [4.249370, 1.467310, 1.509730], [3.890081, -0.211319, 1.067558]],
  "atomic_forces_ev_per_a": [[0.5794, 0.5937, 1.9952], [-0.7117, -0.7504, -2.0191], [0.2210, -0.4060, 0.1006], [0.5057, 0.0609, -0.2186], [-0.5432, -0.5560, 0.3763], [-1.2730, 1.3599, -1.0095], [1.5844, 0.9862, -1.0180], [-0.0409, -0.3081, 0.3349], [0.0542, -1.1649, 2.0370], [-0.5546, 0.6134, -1.0780], [0.3408, -1.5124, -0.3399], [-0.7620, 1.0670, 0.2787], [-1.1839, 0.1316, -1.8907], [1.3680, -0.5870, 1.6691], [0.1574, -0.2847, -0.5776], [-0.4296, 0.0103, 0.0283], [0.0292, 0.0766, 0.4571], [0.4998, 0.0542, -0.1293], [-0.3188, 0.0491, -0.3733], [0.5173, -0.0483, -0.2824], [0.4340, -0.2557, 0.3687], [-0.2191, -0.4489, 0.4048], [0.4570, 0.2427, 0.0820], [-0.2732, 0.7422, -0.0406], [0.1733, -0.0979, 0.4686], [-0.1795, 0.4976, 0.0033], [-0.2886, -0.0615, 0.2785], [-0.2170, 0.3779, -0.3821], [1.1843, -3.1229, 2.0842], [-4.1206, 7.3105, -3.8893], [0.1618, -0.9343, 0.2570], [0.6123, -1.3797, 0.7179], [0.0953, 0.2710, 0.0492], [2.6833, -2.2860, 0.6604], [-0.1959, 0.0582, 0.3851], [0.0440, -0.2266, 0.1704], [-0.1348, 0.0123, 0.1115], [-0.0721, -0.0760, -0.0132], [0.0489, -0.0613, -0.0106], [0.0700, 0.0792, 0.0159], [-0.0864, 0.0022, -0.0447], [0.0701, -0.0156, -0.0195], [-0.0892, -0.0664, 0.1084], [-0.0028, 0.0259, -0.0960], [0.3154, 0.4210, 0.2993], [-2.0676, -3.0086, -0.3904], [6.7938, 4.3909, 1.3900], [-0.9760, -0.7174, -0.2827], [-0.8949, -0.7412, -0.2556], [0.1799, 0.1343, -0.0728], [-3.4570, 0.0707, -0.4854], [0.0018, -0.1368, -0.2305], [-0.1356, -0.2379, -0.0395], [0.1367, -0.0987, -0.0090], [0.0067, -0.0842, 0.0941], [-0.1003, -0.0012, -0.0175], [0.0067, 0.0703, -0.1015], [0.0465, -0.0188, 0.0722], [-0.0260, -0.0306, 0.0160], [0.0211, -0.1282, -0.0441], [0.0286, 0.1029, 0.0512], [-0.4581, 0.0191, -0.2950], [1.8118, 0.1619, 3.0825], [-4.2625, 2.8608, -6.3446], [0.7018, -0.3966, 0.8985], [0.6333, -0.3660, 0.9076], [-0.0058, 0.1119, -0.1676], [1.1776, -2.8137, 1.7534], [0.2961, 0.1987, -0.0869], [0.1464, 0.0412, 0.2114], [0.0048, 0.1690, -0.0304], [-0.0594, 0.0588, 0.0850], [0.0565, -0.0641, 0.0397], [0.0653, -0.0489, -0.0994], [-0.0885, 0.0289, -0.0155], [-0.0198, -0.0479, 0.0050], [0.1074, 0.1910, 0.1533], [-0.1297, -0.0772, -0.0009], [-0.1670, 0.4669, -0.4814], [0.3201, -3.3626, 1.5932], [-3.1754, 7.3844, -2.1994], [0.3222, -1.1400, 0.3320], [0.3632, -1.0001, 0.5865], [-0.0306, 0.2493, -0.0201], [2.6329, -2.3128, -0.3920], [-0.1070, 0.1066, 0.2983], [0.0164, -0.2715, 0.1324], [-0.1145, 0.0402, 0.0918], [-0.1061, -0.0993, -0.0166], [0.0845, -0.0690, -0.0057], [0.0937, 0.0860, 0.0324], [-0.0831, 0.0084, -0.0336], [0.0322, -0.0055, -0.0441], [-0.0893, -0.0912, 0.1385], [-0.0155, 0.0346, -0.1266], [-0.5320, -0.1135, 0.2119], [2.5630, 0.9559, -2.5753], [-5.8725, -4.3029, 5.1087], [0.7978, 0.5474, -0.7985], [1.0447, 0.3946, -0.7988], [-0.0659, -0.0795, 0.2115], [1.6998, 2.9671, -1.0367], [0.1694, -0.2541, 0.0615], [0.1951, 0.0353, -0.1969], [0.0239, -0.1633, -0.0240], [-0.0316, -0.0336, -0.1106], [0.0446, 0.0915, -0.0307], [0.0444, 0.0315, 0.1198], [-0.0626, -0.0490, -0.0344], [-0.0152, 0.0452, 0.0062], [0.1004, -0.1094, -0.1212], [-0.1314, 0.0267, 0.0213]],
  "lowdin_charge": [0.162, -0.515, 0.059, -0.088, -0.128, -0.157, 0.054, -0.578, 0.177, 0.011, -0.152, -0.040, -0.532, 0.128, 0.109, 0.105, 0.111, 0.137, 0.122, 0.125, 0.125, 0.135, 0.142, 0.137, 0.126, 0.134, 0.120, -0.125, -0.312, 0.696, -0.269, -0.299, -0.096, -0.250, -0.110, 0.093, 0.086, 0.084, 0.091, 0.084, 0.090, 0.080, 0.084, 0.066, -0.125, -0.306, 0.655, -0.265, -0.266, -0.118, -0.228, -0.110, 0.092, 0.087, 0.088, 0.085, 0.084, 0.087, 0.085, 0.086, 0.066, -0.135, -0.311, 0.653, -0.270, -0.266, -0.113, -0.227, -0.112, 0.089, 0.085, 0.086, 0.087, 0.087, 0.065, 0.081, 0.068, 0.090, -0.113, -0.309, 0.665, -0.259, -0.267, -0.120, -0.227, -0.119, 0.092, 0.089, 0.089, 0.085, 0.083, 0.086, 0.080, 0.082, 0.088, -0.129, -0.313, 0.685, -0.264, -0.272, -0.118, -0.230, -0.119, 0.092, 0.087, 0.085, 0.086, 0.085, 0.086, 0.080, 0.083, 0.081]
}

=====

| no. | energy (eV) |
| --- | --- |
| 1 | -121028.585 |
| 2 | -126493.412 |